# 1
{
  "formula": "C3H7N2O",
  "method": "ωB97M-V/def2-TZVPD",
  "species": ["C", "C", "H", "O", "C", "H", "H", "H", "N", "H", "H", "H", "N"],
  "xyz": [[2.842, -0.350, -0.164], [0.683, 0.889, 0.463], [-3.457, -0.385, 0.161], [-1.679, 0.593, 0.614], [-2.469, -0.198, -0.285], [2.989, -0.531, -1.242], [0.843, 2.050, 0.452], [-1.893, -1.257, -0.285], [1.839, 0.238, 0.296], [-2.501, 0.289, -1.377], [-0.314, -0.822, 0.290], [3.514, -0.710, 0.533], [-0.399, 0.193, 0.544]],
  "nbo_charge": [0.121, 0.326, 0.244, -0.314, -0.265, 0.210, 0.294, 0.160, -0.391, 0.223, 0.399, 0.207, -0.216],
  "relative_energy_kj_mol": 489.9,
  "total_charge": 1,
  "smiles": "C=N/C=[NH+]/OC",
  "largest_force_ev_per_a": 4.2
}

---

# 2
{
  "formula": "CH5N2S",
  "method": "ωB97M-V/def2-TZVPD",
  "species": ["S", "N", "C", "H", "H", "N", "H", "H", "H"],
  "xyz": [[-2.301, 1.696, -0.592], [1.474, -1.649, 0.562], [0.759, -0.864, -0.214], [2.267, -1.963, -0.116], [0.056, 0.358, 1.227], [0.094, 0.254, 0.217], [0.681, -1.062, -1.331], [-2.982, 2.117, 0.543], [-0.048, 1.114, -0.296]],
  "nbo_charge": [-1.060, -0.829, 0.307, 0.324, 0.382, -0.797, 0.133, 0.096, 0.444],
  "relative_energy_kj_mol": 126.4,
  "total_charge": -1,
  "largest_force_ev_per_a": 2.6
}

---

# 3
{
  "formula": "C4H3NO3",
  "method": "ωB97M-V/def2-TZVPD",
  "species": ["C", "H", "O", "O", "O", "H", "H", "C", "C", "N", "C"],
  "xyz": [[0.818, -0.519, 0.746], [-0.422, 1.831, -1.259], [-2.075, -0.116, -1.389], [1.843, 1.689, 0.099], [-0.377, -0.556, 1.568], [-0.615, -2.121, 0.209], [1.688, -1.049, 1.143], [0.953, 0.867, 0.002], [-1.089, -0.038, -0.744], [-0.250, 1.073, -0.633], [-0.476, -1.060, 0.257]],
  "nbo_charge": [-0.046, 0.427, -0.513, -0.533, -0.438, 0.218, 0.234, 0.662, 0.676, -0.645, -0.043],
  "relative_energy_kj_mol": 131.7,
  "smiles": "O=C1NC(=O)[C@@H]2O[C@H]12",
  "largest_force_ev_per_a": 2.7
}

---

# 4
{
  "formula": "C3H4ClF",
  "method": "ωB97M-V/def2-TZVPD",
  "species": ["H", "F", "C", "C", "H", "Cl", "H", "C", "H"],
  "xyz": [[-1.124, -1.592, -0.188], [1.211, -0.628, -1.058], [-0.559, -0.996, 0.490], [0.283, -0.024, -0.319], [-1.293, -0.534, 1.122], [1.476, 2.224, -1.147], [-0.420, 1.888, 0.290], [0.285, 1.322, -0.241], [0.140, -1.660, 1.050]],
  "nbo_charge": [0.227, -0.318, -0.672, 0.405, 0.231, -0.011, 0.221, -0.315, 0.234],
  "relative_energy_kj_mol": 1.2,
  "smiles": "C/C(F)=C/Cl",
  "largest_force_ev_per_a": 2.5
}

---

# 5
{
  "formula": "C20H34ClN2SSbSeV",
  "method": "ωB97M-V/def2-TZVPD",
  "species": ["C", "H", "C", "C", "H", "H", "C", "C", "H", "H", "C", "C", "H", "V", "H", "C", "H", "H", "H", "C", "C", "H", "H", "H", "H", "H", "C", "H", "H", "H", "H", "Cl", "H", "H", "C", "H", "N", "C", "H", "H", "C", "H", "H", "H", "Sb", "H", "H", "C", "S", "Se", "C", "C", "N", "C", "H", "H", "C", "H", "C", "H", "H"],
  "xyz": [[-3.155, -2.306, -1.902], [-2.984, 1.596, -2.537], [3.536, -2.347, -1.066], [2.117, 3.028, 0.834], [-1.706, -2.805, 2.069], [0.378, 3.196, -1.940], [-1.347, 2.065, -1.203], [0.684, 2.853, 1.328], [-1.158, 4.049, 1.464], [0.106, 1.666, -2.770], [-0.126, 4.130, 1.122], [-1.209, -0.057, 3.008], [-1.952, 0.222, -2.161], [1.597, -0.842, -0.005], [-2.386, -0.154, 1.208], [-0.396, 2.519, -2.306], [-2.866, -4.097, 1.701], [-1.832, 2.937, -0.757], [0.342, 4.948, 1.675], [3.719, -0.966, -1.184], [-2.734, 1.755, 2.128], [-0.216, -1.388, -2.796], [-3.447, -2.448, 2.039], [-3.658, -2.108, -2.832], [-0.234, -3.149, -3.004], [-3.161, 2.244, 1.251], [-1.425, -2.626, -0.546], [-0.557, -0.898, 2.763], [-3.564, 1.399, 2.745], [0.698, 2.591, 2.390], [-0.947, 3.041, -3.092], [2.425, -0.452, 2.010], [6.598, -0.664, 0.572], [-2.203, 2.508, 2.713], [-2.412, 1.118, -1.738], [6.238, -3.097, 0.832], [-2.558, -2.696, 0.173], [-0.856, -2.259, -2.938], [-1.437, -2.146, -3.848], [-1.999, -0.413, 3.675], [4.836, -0.363, -0.587], [-0.606, 0.656, 3.574], [4.967, 0.708, -0.669], [-0.142, 4.424, 0.071], [-0.247, 1.144, 0.399], [2.733, 2.153, 1.038], [2.148, 3.221, -0.241], [-2.651, -3.036, 1.589], [2.428, 0.047, -1.871], [0.312, -3.010, 0.055], [-3.640, -2.501, -0.658], [4.444, -3.111, -0.327], [-1.783, -2.393, -1.820], [-1.814, 0.595, 1.768], [-4.650, -2.517, -0.290], [-3.120, 0.803, -0.967], [5.737, -1.132, 0.115], [2.574, 3.886, 1.332], [5.533, -2.507, 0.262], [4.295, -4.179, -0.239], [2.731, -2.830, -1.605]],
  "nbo_charge": [-0.041, 0.225, -0.304, -0.626, 0.249, 0.218, -0.525, -0.496, 0.212, 0.205, -0.628, -0.629, 0.184, 0.591, 0.200, -0.624, 0.231, 0.227, 0.229, -0.229, -0.627, 0.233, 0.226, 0.250, 0.240, 0.211, 0.277, 0.216, 0.221, 0.227, 0.224, -0.406, 0.231, 0.213, -0.611, 0.231, -0.330, -0.407, 0.231, 0.216, -0.205, 0.220, 0.235, 0.206, 1.219, 0.228, 0.205, -0.414, -0.085, -0.085, -0.062, -0.129, -0.336, -0.511, 0.251, 0.209, -0.159, 0.224, -0.201, 0.223, 0.238],
  "s_squared": 2.039,
  "relative_energy_kj_mol": 0.0,
  "multiplicity": 3,
  "total_charge": 1,
  "largest_force_ev_per_a": 0.2
}

---

# 6
{
  "formula": "C4H7N5O",
  "method": "ωB97M-V/def2-TZVPD",
  "species": ["N", "N", "H", "N", "C", "H", "C", "H", "H", "C", "O", "N", "H", "H", "N", "C", "H"],
  "xyz": [[-2.617, -0.322, 0.848], [-3.542, 0.123, 0.000], [1.550, -2.456, 0.851], [-1.538, 0.148, -1.064], [0.949, -0.451, 0.517], [2.702, -1.330, 0.002], [-1.424, -0.282, 0.189], [3.195, 1.230, 0.434], [-2.895, -0.769, 1.792], [2.342, 1.300, -0.256], [-0.331, -0.819, 0.785], [1.818, -1.505, 0.544], [-3.269, 0.699, -2.034], [2.150, 2.376, -0.404], [1.140, 0.732, 0.151], [-2.878, 0.394, -1.133], [2.648, 0.931, -1.223]],
  "nbo_charge": [-0.381, -0.296, 0.419, -0.492, 0.703, 0.411, 0.627, 0.180, 0.436, -0.439, -0.503, -0.862, 0.195, 0.207, -0.522, 0.132, 0.186],
  "relative_energy_kj_mol": 104.7,
  "smiles": "C/N=C(\\N)Oc1ncn[nH]1",
  "largest_force_ev_per_a": 3.6
}

---

# 7
{
  "formula": "C11H16Cl3NOSV",
  "method": "ωB97M-V/def2-TZVPD",
  "species": ["Cl", "H", "S", "C", "C", "H", "Cl", "H", "Cl", "C", "H", "C", "H", "C", "H", "C", "O", "H", "C", "H", "H", "C", "H", "H", "N", "C", "V", "H", "H", "H", "C", "H", "H", "C"],
  "xyz": [[2.091, -0.734, 0.895], [-1.664, -2.681, -1.478], [-0.295, -0.085, 4.832], [2.686, 0.379, -2.314], [1.245, 0.219, -2.036], [0.561, -3.124, -1.508], [3.728, 2.096, 0.317], [-0.258, 3.330, -2.055], [0.197, 2.221, 0.640], [-0.855, -0.756, -1.872], [-2.265, 2.313, -1.368], [1.179, -2.385, -2.020], [3.256, -0.526, -2.104], [-1.020, 0.666, -1.895], [2.853, 0.705, -3.344], [-2.326, 1.381, -1.938], [-0.775, -1.714, 0.378], [-1.086, -1.876, 1.288], [0.273, 1.257, -2.061], [-3.126, 0.763, -1.520], [3.091, 1.168, -1.628], [-1.967, -1.743, -1.952], [-2.240, -1.926, -2.997], [1.296, -2.681, -3.069], [-0.577, 0.057, 2.079], [0.552, -1.038, -1.926], [0.124, -0.024, 0.075], [2.167, -2.380, -1.552], [-2.844, -1.365, -1.425], [0.635, 2.816, -3.491], [-0.427, -0.005, 3.262], [1.481, 2.998, -1.943], [-2.611, 1.635, -2.972], [0.543, 2.681, -2.406]],
  "mulliken_charge": [-0.379, 0.347, -0.613, -1.376, 1.100, 0.346, -0.832, 0.362, -0.367, 0.122, 0.405, -1.982, 0.296, 1.181, 0.236, -2.108, -0.670, 0.217, 0.277, 0.392, -0.042, -1.646, 0.286, 0.241, -0.520, 1.513, 0.502, 0.378, 0.381, 0.347, 0.497, 0.371, 0.272, -1.532],
  "s_squared": 0.788,
  "relative_energy_kj_mol": 0.0,
  "multiplicity": 2,
  "total_charge": -2,
  "largest_force_ev_per_a": 4.8
}

---

Number 5 is which compound? C20H34ClN2SSbSeV

---

Which formula does entry 2 have? CH5N2S